This record from the Open Molecules 2025 dataset describes 12 unconnected molecules or ions with the total composition C6H32O11 at a distorted geometry. The level of theory is the ωB97M-V functional and the def2-TZVPD basis.

```
! RIJCOSX wB97M-V def2-TZVPD def2/J DEFGRID3
* xyz 0 1
C 0.630 -0.525 3.420
C 0.903 0.074 2.255
C 0.815 -0.606 0.951
C -0.149 -1.433 0.547
C -0.334 -1.794 -0.907
C -1.818 -2.084 -1.160
H 0.839 -0.072 4.377
H 0.448 -1.588 3.415
H 1.416 1.033 2.208
H 1.707 -0.452 0.348
H -1.025 -1.621 1.168
H 0.151 -0.898 -1.475
H 0.213 -2.662 -1.237
H -2.445 -2.366 -0.334
H -1.991 -2.872 -1.908
H -2.255 -1.268 -1.762
O -3.513 0.717 0.633
H -3.481 1.504 0.093
H -4.271 0.184 0.409
O 4.160 -1.280 -0.656
H 3.980 -0.339 -0.793
H 3.954 -1.600 0.221
O -2.916 3.436 -0.380
H -2.475 3.314 0.462
H -2.225 3.767 -0.960
O -0.746 2.179 -2.963
H 0.012 1.641 -3.145
H -0.677 2.627 -2.106
O 2.975 1.163 -1.252
H 2.384 0.743 -1.909
H 3.205 1.984 -1.699
O -0.662 3.528 2.368
H -1.209 2.800 2.727
H 0.168 3.535 2.844
O 1.862 -0.319 -3.411
H 1.293 -0.215 -4.159
H 2.147 -1.210 -3.187
O 2.336 -2.859 -2.364
H 3.024 -2.805 -1.688
H 1.495 -2.817 -1.936
O -2.566 1.840 2.817
H -2.535 0.989 2.325
H -3.366 2.162 2.374
O -0.625 2.161 -0.364
H -1.107 2.389 0.430
H -0.693 1.196 -0.428
O 0.783 -3.497 1.673
H 0.652 -3.710 2.612
H 1.534 -4.071 1.507
*
```

Properties
* highest occupied orbital energy: -8.63 eV
* structure (SMILES): C=C/C=C/CC.O.O.O.O.O.O.O.O.O.O.O
* total energy: -29262.0072 eV
* relative energy (zero: lowest compared OMol25 entry of this formula, charge and spin): 64.47 kcal per mole
* HOMO-LUMO gap: 0.324 Ha
* LUMO level: 0.0068 hartree
* max |F|: 0.056 Eh/bohr